The following is a DFT calculation (the ωB97M-V functional and the def2-TZVPD basis) of 2 unconnected molecules or ions with the total composition C6H14N4 in a non-equilibrium geometry.

LUMO energy, eV: -8.34
ΔE to the lowest compared entry with this formula, charge and spin, kcal/mol: 109.44
Orbital gap, eV: 5.793

ORCA input file:
```
! wB97M-V def2-TZVPD RIJCOSX def2/J DEFGRID3
* xyz 2 1
C -1.045 -0.462 0.389
C -0.985 1.890 1.427
C -1.521 0.572 1.043
C 0.793 -2.053 -1.680
C 0.215 2.394 0.988
C 2.755 -0.984 -2.416
N 0.335 -3.266 -1.747
N 0.901 3.417 1.504
N 2.161 -1.988 -1.891
N -2.859 0.391 1.608
H -1.648 -1.361 0.177
H -1.594 2.725 1.914
H 0.889 1.602 0.523
H -0.070 -0.465 0.056
H 3.801 -0.974 -2.590
H 2.145 -0.113 -2.697
H -0.644 -3.427 -1.589
H 0.802 -4.064 -2.052
H 0.590 4.066 2.183
H 1.904 3.572 1.048
H 2.641 -2.766 -1.476
H -3.673 0.871 1.066
H -2.779 1.030 2.489
H -3.111 -0.605 1.723
*
```

These are the natural (NBO) partial charges, in e, on atoms 1 to 5: number 1, C, carries -0.431; number 2, C, carries -0.483; number 3, C, carries 0.144; number 4, C, carries 0.239; number 5, C, carries 0.145